# C8H14N5

A cluster of 2 separate species, C8H14N5 in total at a distorted geometry (the ωB97M-V functional and the def2-TZVPD basis, the Open Molecules 2025 dataset).

CARTESIAN COORDINATES (ANGSTROEM)
C1 3.4694 0.5376 -0.5753
C2 3.0549 -0.7500 -1.0014
C3 2.5193 1.5447 -0.3936
C4 1.1296 1.2123 -0.6023
C5 -0.7740 -1.5359 0.0090
C6 -2.8272 -2.2990 1.0749
C7 -1.0527 -0.5984 2.1975
C8 -1.8045 -1.0460 0.9558
N1 1.7265 -0.9494 -1.0585
N2 -0.2757 -2.4621 -0.4716
N3 0.7850 -0.0307 -0.8141
N4 2.9391 2.8244 0.0059
N5 0.2010 2.1619 -0.4484
H1 4.5055 0.8198 -0.5930
H2 3.7638 -1.4611 -1.4367
H3 -3.5074 -1.9702 1.7779
H4 -2.3379 -3.2550 1.3756
H5 -3.3912 -2.5646 0.1389
H6 -1.6531 0.0285 2.8228
H7 -0.1875 -0.1231 1.9249
H8 -0.6845 -1.3779 2.8646
H9 -2.4178 -0.1434 0.6451
H10 1.0464 -1.8054 -1.1946
H11 3.9275 2.8015 0.0148
H12 2.4971 3.5045 0.5817
H13 0.5889 3.1183 -0.2883
H14 -0.8376 1.9532 -0.6501

Forces on atoms 1 to 2 (eV/Å):
C -1.2118 -0.0591 -1.0715
C -1.2540 1.2770 -0.4209

## Properties
Charge ... +1
Relative energy (zero: lowest compared OMol25 entry of this formula, charge and spin) ... 177.18 kJ/mol
LUMO energy ... -4.06 eV
Gap between HOMO and LUMO ... 8.9555 eV

=====

# C6H10O

The molecule C6H10O (the ωB97M-V functional and the def2-TZVPD basis, the Open Molecules 2025 dataset).

CARTESIAN COORDINATES (ANGSTROEM)
C1 -1.3070 -0.2398 0.3828
C2 -0.6497 -1.4807 -0.2194
O1 0.6474 -1.2095 -0.7115
C3 1.5229 -0.5894 0.2099
C4 1.4331 0.9231 0.2376
C5 0.3490 1.6276 -0.0810
C6 -0.9495 0.9773 -0.4874
H1 -0.9555 -0.0887 1.4123
H2 -2.3919 -0.3926 0.4388
H3 -0.6257 -2.3162 0.4985
H4 -1.2186 -1.8112 -1.0967
H5 1.3874 -1.0257 1.2155
H6 2.5311 -0.8565 -0.1203
H7 2.3634 1.4435 0.4651
H8 0.4059 2.7155 -0.0985
H9 -0.7754 0.6220 -1.5097
H10 -1.7669 1.7012 -0.5359

Forces on atoms 1 to 2 (eV/Å):
C 0.0382 0.0060 -0.0051
C -0.2091 -0.1042 0.0329

## Properties
Relative energy (zero: lowest compared OMol25 entry of this formula, charge and spin) ... 67.40 kJ/mol
LUMO energy ... 1.10 eV
Gap between HOMO and LUMO ... 10.3202 eV
SMILES ... C1=CCOCCC1

=====

# C3H11N2S

A cluster of 2 separate species, C3H11N2S in total at a distorted geometry (the ωB97M-V functional and the def2-TZVPD basis, the Open Molecules 2025 dataset).

CARTESIAN COORDINATES (ANGSTROEM)
C1 1.0036 1.2585 0.9629
C2 -0.0457 0.4095 1.6587
N1 0.4448 -0.9763 1.7010
N2 0.2638 2.2952 0.2682
H1 1.7078 1.6459 1.7093
H2 1.5413 0.5598 0.2980
H3 -0.2577 0.7904 2.6123
H4 -0.9514 0.4548 1.0230
H5 0.1727 -1.4332 0.7900
H6 0.0063 -1.5034 2.4740
H7 0.7709 3.1237 -0.0405
H8 -0.2018 1.7878 -0.4900
C3 -0.9196 -1.7901 -2.6774
S1 -0.5113 -0.5819 -1.3411
H9 -0.4485 -1.3980 -3.6111
H10 -0.5460 -2.7663 -2.4687
H11 -2.0293 -1.8765 -2.8688

Forces on atoms 1 to 2 (eV/Å):
C 0.1362 -0.1858 0.1170
C 0.1632 -1.3821 -1.9331

## Properties
Charge ... -1
Relative energy (zero: lowest compared OMol25 entry of this formula, charge and spin) ... 35.97 kJ/mol
LUMO energy ... 4.32 eV
Gap between HOMO and LUMO ... 6.9637 eV

=====

# C3H13NO4

A cluster of 4 separate species, C3H13NO4 in total at a distorted geometry (the ωB97M-V functional and the def2-TZVPD basis, the Open Molecules 2025 dataset).

CARTESIAN COORDINATES (ANGSTROEM)
C1 1.6327 1.3646 -0.0126
C2 0.1449 1.1233 -0.0088
C3 -0.3740 0.9545 1.3960
O1 -0.9357 -0.0456 1.7787
N1 2.0370 1.5404 -1.4059
H1 2.3252 0.6837 0.4429
H2 1.9433 2.2159 0.6210
H3 -0.1458 0.2864 -0.6288
H4 -0.4322 1.9863 -0.3672
H5 -0.1403 1.7608 2.1145
H6 1.6935 2.4042 -1.7939
H7 2.9944 1.3426 -1.6347
H8 -2.7782 -2.4076 1.6314
H9 -2.7367 -0.9100 1.5844
O2 -2.9723 -1.6742 1.0366
H10 -0.0444 -0.7456 3.3226
H11 1.5109 -0.7369 3.3350
O3 0.7411 -1.3026 3.4346
H12 -1.0828 -2.7856 -4.2975
H13 -2.1406 -2.3618 -5.3044
O4 -1.2399 -2.6929 -5.2439

Forces on atoms 1 to 2 (eV/Å):
C 1.2874 1.6761 -0.7517
C -0.8064 -0.0341 1.2285

## Properties
Relative energy (zero: lowest compared OMol25 entry of this formula, charge and spin) ... 222.57 kJ/mol
LUMO energy ... 0.52 eV
Gap between HOMO and LUMO ... 10.0698 eV
SMILES ... NCCC=O.O.O.O

=====

# C14H14F5N5OS3TeZn

A structure of composition C14H14F5N5OS3TeZn (the ωB97M-V functional and the def2-TZVPD basis, the Open Molecules 2025 dataset).

CARTESIAN COORDINATES (ANGSTROEM)
Zn1 0.2686 -0.8339 0.5228
C1 4.2628 -4.5630 0.9361
S1 2.8152 -4.3559 1.9865
C2 2.2145 -2.8060 1.4701
S2 0.7593 -2.3243 2.2689
N1 2.9053 -2.1619 0.5714
N2 2.3288 -0.9780 0.1901
C3 3.1137 -0.1501 -0.3701
C4 2.6686 1.1740 -0.8164
C5 3.5820 2.0145 -1.4392
C6 3.1854 3.2915 -1.7943
C7 1.8956 3.6877 -1.4970
C8 1.0506 2.7760 -0.8800
N3 1.4084 1.5374 -0.5554
H1 4.7111 -5.5071 1.2413
H2 4.9677 -3.7495 1.0854
H3 3.9708 -4.6096 -0.1092
H4 4.1570 -0.4237 -0.5005
H5 4.5860 1.6629 -1.6348
H6 3.8747 3.9665 -2.2839
H7 1.5396 4.6805 -1.7326
H8 0.0396 3.0682 -0.6329
N4 -5.8687 2.0550 2.1586
C9 -5.0083 2.5936 1.2805
S3 -5.2724 4.0042 0.4892
C10 -3.7455 1.8179 1.1014
C11 -3.1501 1.7198 -0.1492
C12 -1.9726 1.0119 -0.2788
N5 -1.3672 0.4333 0.7622
C13 -1.9435 0.5115 1.9618
C14 -3.1291 1.1901 2.1757
H9 -6.7492 2.5193 2.3091
H10 -5.7556 1.1134 2.4948
H11 -3.6102 2.1855 -1.0089
H12 -1.5051 0.8762 -1.2427
H13 -1.4345 0.0095 2.7757
H14 -3.5363 1.2463 3.1760
F1 -1.0653 -0.9377 -2.6371
Te1 -0.9408 -2.6767 -1.9130
F2 -0.5128 -3.1577 -3.6513
F3 0.9014 -2.3352 -1.7142
F4 -0.6486 -4.4527 -1.4831
F5 -2.6973 -3.0368 -2.3844
O1 -1.2939 -2.0869 -0.2484

Forces on atoms 1 to 2 (eV/Å):
Zn -0.3557 -0.4331 0.1248
C -0.0038 0.0084 0.0275

## Properties
Relative energy (zero: lowest compared OMol25 entry of this formula, charge and spin) ... 59.41 kJ/mol
LUMO energy ... -0.95 eV
Gap between HOMO and LUMO ... 7.4272 eV

=====

# C2H6BBrO2

The molecule C2H6BBrO2 at a distorted geometry (the ωB97M-V functional and the def2-TZVPD basis, the Open Molecules 2025 dataset).

CARTESIAN COORDINATES (ANGSTROEM)
B1 -0.1294 0.0868 -0.9312
C1 -0.5051 0.4342 0.6998
C2 0.4644 -0.1474 1.7149
O1 0.9611 -0.8617 -1.1652
O2 -0.7701 0.5655 -1.9737
Br1 0.1515 0.1939 3.5384
H1 -1.4503 -0.0047 1.0242
H2 -0.6106 1.5374 0.6251
H3 0.5046 -1.2349 1.6325
H4 1.4792 0.2797 1.5124
H5 1.2291 -0.7976 -2.1489
H6 -0.5438 0.1195 -2.7536

Forces on atoms 1 to 2 (eV/Å):
B 2.3720 -2.7863 3.3166
C -0.0858 -0.2943 -1.9620

## Properties
Relative energy (zero: lowest compared OMol25 entry of this formula, charge and spin) ... 0.00 kJ/mol
LUMO energy ... 0.08 eV
Gap between HOMO and LUMO ... 9.9597 eV
SMILES ... OB(O)CCBr

=====

Listing E_tot for the structures above in their given order: -15965.2423 -8430.5418 -17105.2281 -13000.8587 -126049.6679 -76987.4072 eV.